1.
Here is C47H57ClIN8O2P2 as an isolated structure from the OMol25 dataset. Energies are from ωB97M-V/def2-TZVPD.

Summary:
E_HOMO = -10.577 eV
Calculated total energy = -3854.0465 hartree
Lowest unoccupied orbital energy = -0.122 hartree
HOMO-LUMO gap = 7.26 eV
Net charge = +1

Last column: Löwdin charge in e.
Geometry (Å):
C (2.611, 4.585, -3.148)  -0.095
C (1.693, 3.670, -2.347)  -0.371
C (0.808, 4.450, -1.355)  -0.817
I (-0.795, 5.414, -2.398)  1.011
P (0.142, 3.339, -0.088)  0.719
O (-1.254, 3.901, 0.463)  -0.275
C (1.147, 3.269, 1.417)  -0.284
C (2.373, 4.177, 1.597)  -0.271
C (3.587, 3.939, 0.705)  -0.558
Cl (3.940, 2.206, 0.476)  0.615
P (-0.402, 1.250, -0.622)  0.828
C (-0.952, 1.357, -2.367)  -0.289
O (1.086, 0.572, -0.710)  -0.362
H (2.059, 5.429, -3.567)  0.035
H (3.054, 4.047, -3.985)  0.087
H (3.422, 4.978, -2.531)  0.080
H (1.045, 3.112, -3.024)  0.065
H (2.288, 2.934, -1.795)  0.079
H (1.368, 5.271, -0.902)  0.058
H (-2.060, 3.619, 0.005)  0.080
H (1.416, 2.220, 1.574)  0.073
H (0.414, 3.525, 2.190)  0.088
H (2.071, 5.225, 1.502)  0.120
H (2.687, 4.045, 2.634)  0.122
H (4.467, 4.382, 1.164)  0.082
H (3.477, 4.375, -0.285)  0.040
H (-1.415, 2.319, -2.596)  0.009
H (-0.113, 1.176, -3.042)  0.050
H (-1.680, 0.543, -2.453)  0.008
H (1.164, -0.105, -1.402)  0.080
N (-2.060, 1.137, 6.125)  0.067
C (-1.600, 0.603, 4.998)  -0.147
C (-1.517, 1.300, 3.799)  -0.075
C (-1.934, 2.622, 3.779)  -0.098
C (-2.420, 3.189, 4.947)  -0.068
C (-2.461, 2.404, 6.091)  -0.143
H (-1.285, -0.433, 5.054)  0.094
H (-1.144, 0.805, 2.910)  0.084
H (-1.893, 3.206, 2.867)  0.075
H (-2.760, 4.215, 4.977)  0.103
H (-2.834, 2.813, 7.024)  0.108
N (-2.824, -1.701, -3.199)  0.037
C (-3.620, -2.745, -2.968)  -0.151
C (-4.076, -3.594, -3.963)  -0.057
C (-3.688, -3.352, -5.271)  -0.063
C (-2.863, -2.269, -5.528)  -0.063
C (-2.463, -1.480, -4.462)  -0.165
H (-3.907, -2.913, -1.936)  0.093
H (-4.719, -4.427, -3.714)  0.108
H (-4.024, -3.994, -6.075)  0.112
H (-2.535, -2.036, -6.532)  0.106
H (-1.817, -0.624, -4.632)  0.091
N (1.325, 4.176, -6.498)  0.051
C (1.485, 4.424, -7.796)  -0.141
C (0.431, 4.720, -8.651)  -0.056
C (-0.854, 4.759, -8.135)  -0.066
C (-1.035, 4.501, -6.783)  -0.071
C (0.084, 4.218, -6.017)  -0.190
H (2.502, 4.390, -8.169)  0.111
H (0.621, 4.917, -9.696)  0.108
H (-1.698, 4.988, -8.772)  0.110
H (-2.019, 4.524, -6.334)  0.102
H (-0.005, 4.031, -4.952)  0.028
N (-1.116, -2.632, 2.727)  0.055
C (-1.246, -2.359, 1.431)  -0.165
C (-2.464, -2.181, 0.803)  -0.081
C (-3.621, -2.296, 1.560)  -0.068
C (-3.504, -2.587, 2.909)  -0.056
C (-2.232, -2.746, 3.442)  -0.157
H (-0.319, -2.275, 0.871)  0.099
H (-2.502, -1.951, -0.255)  0.074
H (-4.596, -2.160, 1.108)  0.108
H (-4.375, -2.686, 3.542)  0.109
H (-2.103, -2.972, 4.496)  0.108
N (3.705, -5.197, 5.546)  0.056
C (3.352, -3.914, 5.564)  -0.162
C (2.187, -3.432, 4.985)  -0.076
C (1.338, -4.329, 4.355)  -0.090
C (1.693, -5.668, 4.331)  -0.099
C (2.883, -6.049, 4.937)  -0.155
H (4.036, -3.239, 6.068)  0.100
H (1.951, -2.376, 5.032)  0.095
H (0.424, -3.983, 3.891)  0.063
H (1.071, -6.411, 3.850)  0.084
H (3.188, -7.090, 4.936)  0.107
N (3.229, 8.170, -5.487)  0.062
C (2.088, 7.485, -5.430)  -0.167
C (0.860, 8.067, -5.152)  -0.088
C (0.806, 9.434, -4.930)  -0.077
C (1.985, 10.159, -4.995)  -0.068
C (3.165, 9.482, -5.275)  -0.149
H (2.159, 6.419, -5.619)  0.073
H (-0.032, 7.454, -5.123)  0.075
H (-0.134, 9.926, -4.712)  0.106
H (1.996, 11.228, -4.834)  0.104
H (4.104, 10.021, -5.332)  0.106
N (1.418, -7.475, 1.493)  0.058
C (1.675, -8.584, 0.805)  -0.142
C (1.618, -8.654, -0.580)  -0.068
C (1.274, -7.513, -1.286)  -0.081
C (1.004, -6.352, -0.579)  -0.077
C (1.091, -6.385, 0.805)  -0.154
H (1.939, -9.458, 1.388)  0.107
H (1.839, -9.583, -1.087)  0.103
H (1.218, -7.530, -2.367)  0.105
H (0.730, -5.437, -1.087)  0.094
H (0.893, -5.492, 1.392)  0.091
N (-2.443, -7.931, 8.170)  0.052
C (-2.486, -7.180, 7.073)  -0.161
C (-1.399, -6.466, 6.591)  -0.077
C (-0.201, -6.534, 7.283)  -0.076
C (-0.141, -7.315, 8.426)  -0.067
C (-1.286, -7.990, 8.826)  -0.154
H (-3.438, -7.149, 6.555)  0.100
H (-1.490, -5.874, 5.689)  0.089
H (0.667, -5.990, 6.934)  0.090
H (0.772, -7.402, 8.999)  0.102
H (-1.274, -8.610, 9.716)  0.103

2.
Here is one molecule with the formula C8H14N2O5 in a non-equilibrium geometry from the OMol25 dataset. Energies are from ωB97M-V/def2-TZVPD.

Summary:
E_HOMO = -9.448 eV
Calculated total energy = -798.9387 hartree
Lowest unoccupied orbital energy = 0.013 hartree
HOMO-LUMO gap = 9.80 eV
SMILES = C[C@H](N)C(=O)N[C@@H](CCC(=O)O)C(=O)O
Net charge = 0

Last column: natural (NBO) charge in e.
Geometry (Å):
C (1.895, -1.316, -1.082)  -0.640
C (0.753, -0.732, -2.080)  -0.139
N (1.185, -0.717, -3.491)  -0.810
C (-0.158, 0.548, -1.780)  0.668
O (-0.097, 1.447, -2.581)  -0.627
N (-0.837, 0.674, -0.711)  -0.651
C (-0.710, -0.121, 0.520)  -0.170
C (-1.536, 0.374, 1.747)  -0.398
C (-0.949, 1.637, 2.466)  -0.525
C (0.566, 1.665, 2.414)  0.784
O (1.243, 2.517, 1.902)  -0.579
O (0.980, 0.634, 3.101)  -0.662
C (-1.072, -1.595, 0.138)  0.778
O (-0.570, -2.613, 0.586)  -0.563
O (-2.254, -1.642, -0.504)  -0.660
H (2.508, -1.989, -1.726)  0.234
H (2.547, -0.459, -0.882)  0.205
H (1.511, -1.877, -0.194)  0.245
H (-0.006, -1.541, -1.983)  0.185
H (2.135, -0.484, -3.555)  0.348
H (0.768, 0.020, -3.951)  0.376
H (-1.070, 1.632, -0.740)  0.424
H (0.341, -0.130, 0.724)  0.224
H (-1.610, -0.548, 2.473)  0.250
H (-2.589, 0.508, 1.483)  0.231
H (-1.320, 2.606, 2.108)  0.234
H (-1.282, 1.525, 3.495)  0.248
H (1.954, 0.633, 2.915)  0.499
H (-2.324, -0.655, -0.813)  0.490

3.
Here is C30H28BF2N2O5PtTe as an isolated structure from the OMol25 dataset. Energies are from ωB97M-V/def2-TZVPD.

Summary:
E_HOMO (alpha / beta) = -6.224 / -8.003 eV
Calculated total energy = -2257.7218 hartree
Lowest unoccupied orbital energy (alpha / beta) = -0.047 / -0.031 hartree
HOMO-LUMO gap (alpha / beta) = 4.95 / 7.16 eV
Multiplicity = 2
Net charge = 0

Last column: Mulliken spin population.
Geometry (Å):
Pt (-0.366, -1.782, 1.727)  -0.401
O (-1.381, -5.666, 0.226)  0.009
C (-1.266, -4.436, 0.741)  -0.006
O (-0.946, -3.485, 0.052)  0.019
C (-1.574, -4.357, 2.184)  0.126
C (-2.021, -5.458, 2.866)  -0.044
C (-2.368, -5.356, 4.222)  0.181
C (-2.319, -4.098, 4.791)  -0.083
C (-1.880, -2.997, 4.062)  0.250
N (-1.406, -3.116, 2.767)  0.240
C (-1.959, -1.654, 4.643)  0.028
O (-2.773, -1.441, 5.670)  0.023
O (-1.369, -0.647, 4.217)  0.047
H (-1.151, -5.600, -0.713)  0.000
H (-2.092, -6.396, 2.336)  -0.009
H (-2.686, -6.216, 4.790)  0.015
H (-2.604, -3.998, 5.832)  -0.005
H (-3.295, -2.225, 5.875)  0.000
F (0.537, 0.500, 3.373)  0.001
B (0.106, -0.786, 3.441)  0.016
F (0.810, -1.570, 4.332)  0.010
C (1.151, 7.083, -3.505)  0.000
C (0.975, 5.860, -2.651)  0.005
C (2.049, 5.047, -2.329)  0.000
C (1.910, 3.908, -1.538)  -0.034
C (3.153, 3.140, -1.191)  0.029
C (0.634, 3.572, -1.066)  -0.065
Te (0.265, 1.830, 0.138)  0.633
N (0.717, -0.601, 0.670)  -0.223
C (1.716, -0.643, -0.148)  0.039
O (1.967, 0.337, -0.944)  0.110
C (2.688, -1.791, -0.219)  -0.006
C (3.555, -1.864, -1.305)  0.013
C (4.449, -2.916, -1.421)  -0.004
C (4.500, -3.899, -0.443)  0.004
C (3.653, -3.823, 0.653)  0.002
C (2.750, -2.777, 0.763)  0.017
C (-1.005, 0.991, -1.323)  0.110
C (-0.529, 0.945, -2.630)  -0.036
C (-1.318, 0.422, -3.639)  -0.004
C (-2.588, -0.054, -3.340)  0.010
C (-3.057, -0.003, -2.041)  -0.001
C (-2.280, 0.518, -1.004)  -0.056
C (-2.853, 0.531, 0.384)  0.022
C (-0.467, 4.394, -1.362)  -0.014
C (-1.867, 4.091, -0.900)  0.052
C (-0.275, 5.520, -2.150)  0.008
H (2.177, 7.173, -3.858)  0.000
H (0.907, 7.989, -2.947)  0.000
H (0.495, 7.051, -4.376)  0.000
H (3.035, 5.304, -2.700)  -0.001
H (3.944, 3.359, -1.909)  0.001
H (2.998, 2.066, -1.167)  -0.004
H (3.520, 3.435, -0.203)  0.001
H (3.511, -1.086, -2.055)  0.003
H (5.113, -2.965, -2.274)  0.000
H (5.204, -4.717, -0.530)  0.000
H (3.700, -4.574, 1.430)  0.000
H (2.103, -2.707, 1.627)  -0.026
H (0.465, 1.309, -2.854)  0.002
H (-0.943, 0.386, -4.653)  0.000
H (-3.214, -0.460, -4.124)  0.001
H (-4.052, -0.366, -1.814)  -0.001
H (-3.928, 0.712, 0.353)  0.005
H (-2.398, 1.294, 1.016)  0.005
H (-2.682, -0.428, 0.879)  -0.008
H (-1.891, 3.635, 0.091)  -0.004
H (-2.359, 3.399, -1.587)  -0.005
H (-2.461, 5.004, -0.860)  0.004
H (-1.129, 6.149, -2.379)  0.002

4.
Here is C26H23N2O4PbSSi as an isolated structure from the OMol25 dataset. Energies are from ωB97M-V/def2-TZVPD.

Summary:
E_HOMO = -5.192 eV
Calculated total energy = -2295.6588 hartree
Lowest unoccupied orbital energy = 0.094 hartree
HOMO-LUMO gap = 7.76 eV
Net charge = -1

Last column: natural (NBO) charge in e.
Geometry (Å):
Pb (0.197, -0.854, -0.606)  1.880
O (2.137, -0.473, 0.297)  -0.791
C (2.518, -0.885, 1.483)  0.382
C (3.845, -1.334, 1.641)  -0.231
C (4.333, -1.726, 2.865)  -0.198
C (3.525, -1.689, 4.004)  -0.291
C (2.225, -1.255, 3.872)  -0.148
C (1.692, -0.860, 2.636)  -0.227
C (0.299, -0.453, 2.633)  0.157
N (-0.419, -0.283, 1.593)  -0.343
N (-1.737, 0.077, 1.780)  -0.444
C (-2.472, -0.235, 0.742)  0.552
O (-2.087, -0.849, -0.315)  -0.759
C (-3.914, 0.156, 0.815)  -0.022
C (-4.440, 0.786, 1.940)  -0.202
C (-5.778, 1.143, 1.976)  -0.227
C (-6.604, 0.875, 0.890)  -0.218
C (-6.082, 0.246, -0.232)  -0.223
C (-4.742, -0.113, -0.269)  -0.204
H (4.457, -1.373, 0.749)  0.217
H (5.357, -2.073, 2.942)  0.202
H (3.911, -1.994, 4.967)  0.202
H (1.577, -1.218, 4.742)  0.198
H (-0.186, -0.316, 3.601)  0.176
H (-3.784, 0.988, 2.774)  0.235
H (-6.181, 1.633, 2.854)  0.203
H (-7.649, 1.155, 0.920)  0.202
H (-6.720, 0.035, -1.081)  0.205
H (-4.316, -0.603, -1.134)  0.239
O (2.202, -2.775, -3.937)  -0.646
C (1.863, -2.463, -2.807)  0.786
O (1.076, -1.469, -2.542)  -0.784
C (2.454, -3.251, -1.647)  -0.168
C (3.788, -3.627, -1.789)  -0.163
C (4.448, -4.352, -0.812)  -0.237
C (3.766, -4.727, 0.336)  -0.228
C (2.442, -4.359, 0.497)  -0.171
C (1.773, -3.622, -0.482)  -0.175
S (0.056, -3.283, -0.171)  -0.135
H (4.288, -3.345, -2.706)  0.230
H (5.487, -4.628, -0.950)  0.203
H (4.265, -5.289, 1.116)  0.204
H (1.908, -4.622, 1.402)  0.210
C (0.979, 4.655, -3.112)  -1.101
Si (-0.545, 3.998, -2.248)  1.600
C (-0.893, 5.004, -0.710)  -1.101
C (-2.018, 4.062, -3.400)  -1.101
C (-0.253, 2.260, -1.757)  -0.526
C (-0.070, 1.114, -1.413)  -0.344
H (0.837, 5.694, -3.419)  0.224
H (1.206, 4.062, -4.000)  0.243
H (1.845, 4.608, -2.449)  0.241
H (-1.082, 6.050, -0.963)  0.224
H (-0.046, 4.964, -0.023)  0.240
H (-1.767, 4.614, -0.184)  0.244
H (-2.229, 5.088, -3.710)  0.225
H (-2.906, 3.663, -2.907)  0.242
H (-1.835, 3.464, -4.294)  0.241

5.
Here is C7H10O as an isolated structure in a non-equilibrium geometry from the OMol25 dataset. Energies are from ωB97M-V/def2-TZVPD.

Summary:
E_HOMO (alpha / beta) = -8.248 / -8.248 eV
Calculated total energy = -347.7698 hartree
Lowest unoccupied orbital energy (alpha / beta) = 0.027 / 0.027 hartree
HOMO-LUMO gap (alpha / beta) = 8.99 / 8.99 eV
Net charge = 0

Last column: natural (NBO) charge in e.
Geometry (Å):
C (-0.737, -1.028, -1.701)  -0.276
C (-0.937, -0.670, -0.383)  -0.059
C (-0.479, 0.328, -2.174)  -0.420
C (0.713, 0.918, 0.118)  -0.387
C (0.359, 0.494, 1.589)  -0.489
C (-0.592, 0.719, -0.713)  -0.312
C (-0.122, -0.971, 1.696)  0.279
O (0.758, -1.956, 1.786)  -0.648
H (-0.907, -1.918, -2.230)  0.195
H (0.582, 0.457, -2.745)  0.197
H (-1.265, 0.775, -2.853)  0.207
H (1.041, 1.921, 0.249)  0.209
H (1.541, 0.309, -0.209)  0.196
H (1.186, 0.666, 2.388)  0.218
H (-0.482, 1.162, 1.966)  0.229
H (-1.347, 1.597, -0.572)  0.203
H (-0.894, -1.231, 2.376)  0.184
H (1.581, -1.574, 1.413)  0.474

6.
Here is a 3-piece molecular cluster, CH3BrO overall in a non-equilibrium geometry from the OMol25 dataset. Energies are from ωB97M-V/def2-TZVPD.

Summary:
E_HOMO = -9.102 eV
Calculated total energy = -2688.9776 hartree
Lowest unoccupied orbital energy = -0.020 hartree
HOMO-LUMO gap = 8.55 eV
Net charge = 0

Last column: natural (NBO) charge in e.
Geometry (Å):
C (0.269, 0.200, -0.622)  0.208
O (-0.289, 1.077, 0.089)  -0.656
Br (1.978, -0.223, 0.105)  -0.039
H (-1.343, -1.770, -0.049)  0.000
H (-0.675, -0.994, -0.213)  -0.019
H (0.059, 1.710, 0.690)  0.506